Molecular formula: C6H9N
Method: DFT, the ωB97M-V functional and the def2-TZVPD basis

Structure (XYZ):
```
16
Properties=species:S:1:pos:R:3:forces:R:3
C 2.1130 0.4331 -0.1040 -0.147 0.897 -0.647
C 0.7828 0.4434 -0.1314 0.894 1.871 -0.545
C -0.2943 0.4931 0.9207 0.633 0.116 -0.018
C -1.0815 1.1705 -0.2073 -0.346 0.040 0.018
N -0.3185 0.2681 -1.1536 0.344 0.128 -0.245
C -0.9005 -1.0563 -0.7545 0.422 -0.187 0.080
C -0.3105 -1.0637 0.6606 1.051 -0.641 0.149
H 2.7159 -0.0350 -0.8737 -0.072 0.494 -0.220
H 0.8638 -1.1204 0.4347 -2.869 -2.003 1.058
H 2.6053 0.9444 0.7162 0.042 -0.510 0.164
H -0.1927 0.8550 1.9466 0.136 -0.034 -0.264
H -2.1717 1.1257 -0.2794 0.122 -0.188 -0.006
H -0.7382 2.2002 -0.3580 -0.205 -0.201 0.073
H -0.5189 -1.8642 -1.3791 0.081 0.076 -0.004
H -1.9987 -1.0286 -0.8883 0.555 0.070 0.374
H -0.5555 -1.7652 1.4505 -0.641 0.072 0.033
```
Forces are in eV/Å.

* HOMO level: -0.318 Ha
* LUMO energy: 1.10 eV
* ΔE to the lowest compared entry with this formula, charge and spin: 108.19 kcal per mole
* multiplicity: 1
* orbital gap: 9.75 eV

---

Molecular formula: C19H14N8O7Ru
Method: DFT, the ωB97M-V functional and the def2-TZVPD basis

Structure (XYZ):
```
49
Properties=species:S:1:pos:R:3:forces:R:3
Ru 0.1157 -0.0969 0.0200 -0.902 0.065 -0.359
N -0.7342 -0.1279 4.1446 -0.008 -0.027 -0.007
C -0.1417 0.5551 3.1707 -0.031 0.003 -0.026
N -0.1568 -0.2037 2.0836 0.001 -0.073 0.013
C -0.8100 -1.3422 2.4753 0.030 0.046 -0.007
N -1.1680 -1.3318 3.7269 0.003 0.009 -0.001
C -1.0313 -2.3501 1.4505 -0.013 0.047 0.069
C -1.5998 -3.6031 1.6178 0.008 0.018 0.004
N -1.7504 -4.4340 0.5948 0.004 -0.001 -0.001
C -1.3424 -4.0350 -0.6014 -0.003 0.015 -0.001
C -0.7713 -2.7834 -0.8115 0.014 0.008 -0.053
N -0.6236 -1.9567 0.2264 0.126 0.208 0.002
H -0.8976 0.1610 5.1007 -0.002 0.000 -0.004
H 0.2542 1.5527 3.2683 0.001 -0.001 -0.001
H -1.9347 -3.9254 2.5965 0.000 0.004 0.000
H -1.4699 -4.7174 -1.4321 0.004 0.002 -0.003
H -0.4420 -2.4446 -1.7849 0.002 0.010 -0.003
O -0.9478 0.0045 -3.7910 0.041 -0.008 0.038
C -0.7904 0.4681 -2.7041 -0.077 0.198 -0.092
O 0.2294 0.1202 -1.8968 0.080 -0.270 0.192
C -1.6996 1.5491 -2.1652 0.047 -0.107 0.426
C -2.3301 2.4040 -3.0487 -0.227 0.188 -0.038
C -3.1690 3.3857 -2.5465 -0.007 -0.160 0.031
C -3.4459 3.5411 -1.1910 -0.024 0.046 -0.173
C -2.8495 2.6672 -0.3244 0.174 -0.312 -0.038
C -2.0004 1.6383 -0.7885 -0.191 0.632 -0.585
O -1.6131 0.6939 0.0442 0.987 -0.772 0.532
N -3.0593 2.8163 1.1246 0.024 0.180 -0.105
O -4.1206 3.2427 1.4892 0.009 -0.070 0.045
O -2.1063 2.5335 1.8369 -0.011 -0.071 0.079
N -3.8015 4.3359 -3.5011 0.299 0.161 0.089
O -3.5077 4.1994 -4.6636 -0.109 -0.047 -0.039
O -4.5155 5.1806 -3.0173 -0.112 -0.046 -0.041
H -2.1658 2.3223 -4.1152 0.007 -0.002 0.008
H -4.1061 4.3261 -0.8465 0.004 0.002 -0.003
C 6.2809 -1.4268 0.3752 -0.017 0.016 -0.012
C 4.8244 -1.1161 0.3163 0.060 -0.008 0.000
C 4.2970 -0.2154 -0.6086 -0.072 0.032 -0.024
C 2.9460 0.0355 -0.6343 0.097 0.034 -0.035
N 2.0850 -0.5598 0.2237 -0.148 0.112 0.030
C 2.5863 -1.4328 1.1285 0.051 -0.045 0.064
C 3.9207 -1.7296 1.1952 -0.077 -0.025 0.026
H 6.8464 -0.8653 -0.3634 -0.001 0.001 0.000
H 6.4421 -2.4933 0.2061 -0.003 -0.005 0.003
H 6.6734 -1.1998 1.3681 -0.004 -0.003 0.007
H 4.9387 0.2865 -1.3195 -0.007 0.002 -0.007
H 2.5148 0.7058 -1.3649 -0.015 0.012 -0.011
H 1.8795 -1.8930 1.8040 -0.010 0.005 0.011
H 4.2679 -2.4413 1.9324 -0.004 -0.002 -0.001
```
Forces are in eV/Å.

* HOMO level (alpha / beta): -0.572 / -0.577 Ha
* net charge: +2
* LUMO energy (alpha / beta): -10.37 / -10.27 eV
* ΔE to the lowest compared entry with this formula, charge and spin: 2.23 kcal per mole
* multiplicity: 1
* orbital gap (alpha / beta): 5.20 / 5.43 eV

---

Molecular formula: C3H8N2O2
Method: DFT, the ωB97M-V functional and the def2-TZVPD basis

Structure (XYZ):
```
15
Properties=species:S:1:pos:R:3:forces:R:3
C 0.3102 0.9186 0.3344 -2.311 3.477 1.017
N -0.9298 0.3002 -0.0132 0.534 2.284 -1.228
C -1.2934 -0.9937 0.1896 0.195 -1.665 1.155
O -0.3171 -1.6984 0.8046 -1.557 -0.919 0.160
O -2.3904 -1.4049 -0.0690 0.162 0.222 -0.216
C 1.4580 0.8840 -0.7979 2.469 -1.533 -1.052
N 2.6018 1.7456 -0.3662 -5.095 -0.121 -3.082
H 0.1095 2.0896 0.6415 0.322 -2.727 -1.430
H 0.7122 0.5717 1.2575 0.369 -1.074 0.351
H -1.6593 0.7833 -0.5892 1.107 -0.206 0.739
H -0.8224 -2.5128 1.1064 1.167 0.840 -0.381
H 1.0117 1.1208 -1.8402 0.636 0.227 1.949
H 1.8168 -0.2400 -0.8714 -0.758 2.197 0.435
H 2.4920 2.5899 -0.9784 1.209 -0.685 1.318
H 3.4460 1.2494 -0.3129 1.551 -0.317 0.265
```
Forces are in eV/Å.

* HOMO level (alpha / beta): -0.572 / -0.530 Ha
* net charge: +1
* LUMO energy (alpha / beta): -3.16 / -9.17 eV
* ⟨S²⟩: 0.759
* ΔE to the lowest compared entry with this formula, charge and spin: 35.06 kcal per mole
* multiplicity: 2
* orbital gap (alpha / beta): 12.41 / 5.24 eV

---

Molecular formula: C3HOS3
Method: DFT, the ωB97M-V functional and the def2-TZVPD basis

Structure (XYZ):
```
8
Properties=species:S:1:pos:R:3:forces:R:3
C -0.4403 0.2590 0.6140 -0.759 0.109 1.946
C -1.0661 1.0104 -0.3269 2.217 -0.344 -0.716
C -1.1387 -0.7276 -1.8923 0.258 -2.023 -1.152
O -2.1224 -1.2901 -1.5777 1.361 1.443 -0.147
S 0.2417 -0.6504 -2.8070 -1.261 0.293 0.929
S -1.5568 -0.1060 1.8535 0.370 -0.487 0.808
S -2.0878 1.9588 -1.0460 -0.964 0.756 -0.338
H 0.6386 0.0171 0.8624 -1.223 0.253 -1.330
```
Forces are in eV/Å.

* HOMO level (alpha / beta): -0.071 / -0.152 Ha
* net charge: -1
* LUMO energy (alpha / beta): 3.14 / 2.52 eV
* ⟨S²⟩: 2.021
* multiplicity: 3
* orbital gap (alpha / beta): 5.07 / 6.66 eV

---

Molecular formula: C19H19N6O2Pd
Method: DFT, the ωB97M-V functional and the def2-TZVPD basis

Structure (XYZ):
```
47
Properties=species:S:1:pos:R:3:forces:R:3
Pd -0.3094 0.5882 -0.3057 -0.696 0.006 -0.493
C 4.4401 2.1176 -2.8916 -0.046 -0.014 0.068
C 4.7565 1.2527 -1.8060 0.048 0.066 -0.139
C 3.8518 1.0538 -0.8114 -0.190 -0.022 0.020
C 2.6021 1.7529 -0.8478 0.129 0.118 0.102
C 2.2790 2.6001 -1.9597 -0.010 -0.054 0.219
C 3.1891 2.7844 -2.9523 0.137 -0.047 -0.073
N 1.6898 1.5867 0.1596 0.309 0.246 -0.119
C 1.8809 1.8284 1.4531 -0.151 -0.131 0.011
C 2.9942 2.5731 1.9584 -0.036 -0.096 -0.043
C 3.1537 2.7181 3.3024 -0.058 -0.022 0.191
C 2.2156 2.1642 4.2107 0.186 0.094 -0.014
C 1.1019 1.4551 3.7563 -0.138 -0.010 -0.040
C 0.9129 1.3048 2.4067 0.146 0.409 -0.060
N -0.2006 0.6835 1.8226 0.331 -0.424 -0.178
N -0.9262 -0.0530 2.5070 -0.124 0.159 0.197
C -1.9021 -0.7532 1.7764 -0.115 -0.188 -0.269
C -2.8618 -1.4521 2.4704 -0.019 -0.012 0.206
C -3.7776 -2.2199 1.7506 -0.055 -0.024 0.084
C -3.6709 -2.2785 0.3783 0.093 0.004 -0.117
C -2.6677 -1.5407 -0.2579 -0.113 -0.101 0.068
N -1.8161 -0.7890 0.4225 0.044 0.187 0.175
H 5.1651 2.2690 -3.6823 -0.004 -0.005 0.018
H 5.7199 0.7606 -1.7724 -0.002 0.014 -0.059
H 4.0612 0.3865 0.0153 -0.005 0.035 0.016
H 1.3281 3.1163 -1.9657 -0.009 -0.004 0.018
H 2.9732 3.4476 -3.7795 0.040 -0.018 -0.010
H 3.7072 2.9988 1.2641 -0.007 -0.014 -0.002
H 4.0083 3.2599 3.6860 -0.029 0.017 0.035
H 2.3562 2.3070 5.2743 0.023 -0.017 -0.006
H 0.3763 1.0504 4.4495 0.023 0.011 0.024
H -2.8776 -1.3932 3.5506 -0.019 -0.043 -0.006
H -4.5484 -2.7765 2.2669 0.012 -0.003 0.019
H -4.3342 -2.8979 -0.2096 -0.010 0.034 -0.020
H -2.5394 -1.5744 -1.3319 -0.013 0.015 -0.024
C -0.8717 0.1906 -5.1644 0.029 -0.078 -0.034
O -1.5481 1.1561 -4.3008 0.036 0.015 0.055
C -1.2991 1.1381 -3.0313 -0.038 -0.030 -0.086
O -0.4975 0.3763 -2.4680 0.205 -0.116 0.095
N -2.0139 2.0666 -2.3518 -0.036 0.103 -0.094
N -1.9062 2.1368 -0.9560 0.162 -0.076 0.137
H -1.0135 0.5672 -6.1692 -0.024 0.033 -0.010
H -1.3457 -0.7798 -5.0506 -0.022 0.004 0.031
H 0.1815 0.1361 -4.9084 0.008 0.033 0.012
H -2.6764 2.6527 -2.8436 -0.038 -0.006 0.059
H -2.8053 1.9123 -0.5316 0.046 -0.014 0.025
H -1.6578 3.0858 -0.6819 -0.001 -0.033 0.012
```
Forces are in eV/Å.

* HOMO level (alpha / beta): -0.651 / -0.678 Ha
* net charge: +3
* LUMO energy (alpha / beta): -10.47 / -12.90 eV
* ⟨S²⟩: 6.068
* ΔE to the lowest compared entry with this formula, charge and spin: 0.00 kcal per mole
* multiplicity: 5
* orbital gap (alpha / beta): 7.24 / 5.54 eV

---

Number 1: E_tot -7853.468 eV. Number 2: E_tot -48743.139 eV. Number 3: E_tot -10306.553 eV. Number 4: E_tot -37678.880 eV. Number 5: E_tot -36496.236 eV.